ORCA calculation (the ωB97M-V functional and the def2-TZVPD basis) on a cluster of 3 separate species, CH4Se in total in a non-equilibrium geometry.

Each line ends with the natural charge from an NBO analysis.
Geometry (Å):
C1 -0.71784 -0.47499 0.34381  -0.53
Se1 -2.02522 0.44990 -0.41181  0.32
H1 2.09146 -0.20436 0.11788  0.02
H2 2.91536 0.07768 0.04087  -0.03
H3 -1.04155 -1.47077 0.73928  0.15
H4 -1.22221 1.62254 -0.83004  0.06

Forces on the atoms, in the same order (eV/Å):
C 0.8 -0.5 0.3
Se -0.3 -0.2 0.0
H 3.0 1.1 -0.3
H -3.0 -1.0 0.3
H -0.4 0.8 -0.4
H 0.0 -0.1 0.1

Results
- total charge = 0
- calculated total energy (eV) = -66443.39223
- E_LUMO (eV) = -0.4
- max |F| (eV/A) = 3.155
- relative energy (zero: lowest compared OMol25 entry of this formula, charge and spin) (kcal per mole) = 92.2


ORCA calculation (the ωB97M-V functional and the def2-TZVPD basis) on a structure of composition C35H51BN14O5Si2Ti.

Each line ends with the Löwdin charge.
Geometry (Å):
Ti1 0.56138 0.11366 0.85634  1.16
C1 1.43581 3.58180 -0.36210  -0.01
C2 0.45053 2.77040 -1.13527  -0.31
C3 -0.47612 3.32705 -2.02219  0.00
C4 -1.15193 2.25594 -2.54616  -0.06
N1 -0.68014 1.13617 -1.98529  0.01
N2 0.31422 1.43664 -1.09555  0.08
B1 -0.84712 -0.23606 -2.63114  -0.68
N3 -0.85283 -1.34371 -1.54484  0.05
C5 -1.37473 -2.55729 -1.79565  -0.08
C6 -1.77760 -3.13092 -0.61949  0.01
C7 -1.48967 -2.17254 0.35649  -0.31
C8 -1.83761 -2.25568 1.80134  -0.01
N4 -0.91575 -1.10627 -0.20375  0.02
N5 0.26824 -0.42392 -3.68548  -0.03
C9 0.51761 -1.49804 -4.47132  -0.11
C10 1.47250 -1.14400 -5.38954  -0.02
C11 1.75258 0.20970 -5.09818  -0.36
C12 2.71830 1.12792 -5.77300  -0.04
N6 1.01825 0.63179 -4.08394  0.12
N7 -2.18588 -0.31126 -3.41239  -0.01
C13 -2.34882 -0.01429 -4.72324  -0.07
C14 -3.69183 -0.05266 -5.00767  -0.02
C15 -4.29901 -0.39066 -3.78246  -0.36
C16 -5.75156 -0.57146 -3.47666  -0.04
N8 -3.38797 -0.53511 -2.83022  0.10
H1 1.64006 4.49347 -0.92317  0.09
H2 2.36824 3.05224 -0.20514  0.07
H3 1.01296 3.86911 0.60079  0.06
H4 -0.59979 4.37097 -2.25258  0.11
H5 -1.92042 2.20715 -3.29934  0.13
H6 -1.49176 -2.90353 -2.80778  0.12
H7 -2.26139 -4.08159 -0.47764  0.11
H8 -2.79765 -2.76197 1.90603  0.10
H9 -1.93210 -1.26083 2.22772  0.06
H10 -1.09378 -2.81767 2.36634  0.08
H11 0.00100 -2.43224 -4.32764  0.11
H12 1.90594 -1.76346 -6.15664  0.10
H13 2.38863 1.38012 -6.78237  0.07
H14 3.70480 0.66931 -5.85262  0.07
H15 2.80743 2.04928 -5.20006  0.07
H16 -1.49926 0.18718 -5.35534  0.12
H17 -4.16357 0.11164 -5.96156  0.10
H18 -6.25870 -1.10075 -4.28286  0.08
H19 -6.25782 0.38929 -3.35306  0.07
H20 -5.87502 -1.14758 -2.55966  0.08
O1 -4.37155 5.43598 0.40886  0.11
C17 -4.05365 4.41134 1.24260  -0.48
O2 -4.08669 4.55863 2.42618  0.14
C18 -3.74301 3.13087 0.55528  -0.07
C19 -4.55142 2.45992 -0.33552  -0.01
N9 -3.93421 1.29076 -0.60760  0.03
N10 -2.77499 1.16617 0.02057  0.14
C20 -2.63690 2.26719 0.73368  -0.15
C21 -1.35191 2.54383 1.41659  -0.55
O3 -1.07046 3.66190 1.79125  0.10
O4 -0.54341 1.52033 1.54193  -0.20
H21 -4.16887 5.17891 -0.49867  0.11
H22 -5.51269 2.71038 -0.75338  0.13
H23 -4.12902 0.59351 -1.31972  0.11
C22 -1.20967 1.58046 4.25974  -0.16
Si1 -0.12615 0.06973 4.23025  0.49
C23 -1.25444 -1.25370 4.96198  -0.17
C24 1.30096 0.48126 5.40649  -0.17
N11 0.62967 -0.53495 2.69807  -0.13
C25 1.27914 -1.77669 2.89590  -0.32
C26 1.47742 -2.43701 4.10899  -0.08
C27 1.94619 -3.74591 4.13841  -0.09
C28 2.21397 -4.40948 2.95197  -0.09
C29 2.10187 -3.73727 1.74385  -0.05
C30 1.72742 -2.39220 1.70292  -0.35
N12 1.71014 -1.56729 0.59669  -0.15
Si2 2.73585 -1.98410 -0.77664  0.44
C31 4.43204 -2.52542 -0.11425  -0.17
C32 2.04148 -3.36179 -1.84466  -0.15
C33 3.02640 -0.45523 -1.79378  -0.15
H24 -1.50102 1.65943 5.31477  0.05
H25 -2.13135 1.47566 3.68712  0.05
H26 -0.72542 2.51433 3.98243  0.03
H27 -1.18561 -1.20635 6.05280  0.04
H28 -1.04632 -2.27728 4.66100  0.02
H29 -2.28852 -1.01996 4.69873  0.04
H30 1.16168 0.02107 6.38769  0.04
H31 1.34328 1.56167 5.56203  0.02
H32 2.26526 0.14854 5.02091  0.02
H33 1.22705 -1.97105 5.05013  0.07
H34 2.06910 -4.24694 5.08949  0.10
H35 2.52470 -5.44619 2.96089  0.10
H36 2.34695 -4.25101 0.82135  0.10
H37 4.47390 -2.66938 0.96730  0.02
H38 5.19023 -1.78976 -0.39375  0.03
H39 4.72707 -3.47776 -0.56013  0.03
H40 1.34247 -3.99710 -1.29779  0.03
H41 2.84307 -3.99106 -2.23781  0.03
H42 1.50805 -2.93206 -2.69333  0.00
H43 3.31595 0.40582 -1.18994  0.03
H44 2.15995 -0.16784 -2.38601  0.00
H45 3.84270 -0.65823 -2.49448  0.05
C34 2.19181 3.07492 3.06336  -0.03
N13 3.08791 1.92711 3.00523  0.06
C35 3.06510 1.02159 2.02676  -0.54
N14 3.93529 -0.00348 2.06470  0.24
O5 2.28336 1.15622 1.03953  -0.13
H46 2.00418 3.31344 4.10797  0.09
H47 1.24573 2.82788 2.58832  0.06
H48 2.62559 3.94363 2.56854  0.10
H49 3.79147 1.83460 3.71767  0.15
H50 4.38661 -0.24393 2.93117  0.12
H51 3.69764 -0.77392 1.45332  0.06

Forces on the atoms, in the same order (eV/Å):
Ti 0.3 0.0 0.0
C 0.0 0.0 0.0
C 0.0 0.1 0.0
C 0.0 0.0 0.0
C 0.0 0.0 0.0
N 0.1 0.0 0.0
N 0.0 -0.2 0.0
B 0.1 0.0 0.1
N -0.1 -0.1 -0.1
C 0.0 0.0 0.0
C 0.0 0.0 0.0
C 0.0 0.0 0.0
C 0.0 0.0 0.0
N -0.1 0.0 0.1
N -0.1 -0.1 -0.1
C 0.0 0.1 0.1
C 0.0 0.0 0.0
C 0.0 0.0 -0.1
C 0.0 0.0 0.0
N -0.1 0.1 -0.1
N 0.1 0.2 -0.1
C 0.0 -0.1 0.1
C 0.0 0.0 0.0
C 0.0 0.0 0.0
C 0.0 0.0 0.0
N 0.0 0.1 0.1
H 0.0 0.0 0.0
H 0.0 0.0 0.0
H 0.0 0.0 0.0
H 0.0 0.0 0.0
H 0.0 0.0 0.0
H 0.0 0.0 0.0
H 0.0 0.0 0.0
H 0.0 0.0 0.0
H 0.0 0.0 0.0
H 0.0 0.0 0.0
H 0.0 0.0 0.0
H 0.0 0.0 0.0
H 0.0 0.0 0.0
H 0.0 0.0 0.0
H 0.0 0.0 0.0
H 0.0 0.0 0.0
H 0.0 0.0 0.0
H 0.0 0.0 0.0
H 0.0 0.0 0.0
H 0.0 0.0 0.0
O 0.0 0.0 0.0
C 0.0 0.0 0.0
O 0.0 0.0 0.0
C 0.0 0.0 0.0
C 0.0 0.0 0.0
N 0.0 0.1 0.0
N -0.1 0.0 0.1
C 0.0 0.0 0.0
C 0.2 0.2 0.0
O 0.0 0.0 0.0
O 0.0 -0.4 -0.1
H 0.0 0.0 0.0
H 0.0 0.0 0.0
H 0.0 -0.1 -0.1
C 0.0 0.0 0.0
Si 0.1 0.0 0.0
C 0.0 0.0 0.0
C 0.0 0.0 0.0
N -0.3 0.0 0.2
C 0.0 -0.1 -0.2
C -0.1 -0.1 0.0
C 0.0 0.0 0.0
C 0.0 0.0 0.0
C 0.3 0.0 -0.2
C -0.4 0.0 0.3
N -0.1 0.3 -0.3
Si 0.1 0.1 0.0
C 0.0 0.0 0.0
C -0.1 0.0 0.0
C 0.0 -0.1 -0.1
H 0.0 0.0 0.0
H 0.0 0.0 0.0
H 0.0 0.0 0.0
H 0.0 0.0 0.0
H 0.0 0.0 0.0
H 0.0 0.0 0.0
H 0.0 0.0 0.0
H 0.0 0.0 0.0
H 0.0 0.0 0.0
H 0.0 0.0 0.0
H 0.0 0.0 0.0
H 0.0 0.0 0.0
H 0.0 0.0 0.0
H 0.0 0.0 0.0
H 0.0 0.0 0.0
H 0.0 0.0 0.0
H 0.0 0.0 0.0
H 0.0 0.0 0.0
H 0.0 0.0 0.1
H 0.0 0.0 0.1
H 0.1 0.0 0.1
H 0.0 0.0 0.0
C 0.0 0.0 0.0
N 0.1 0.1 -0.1
C 0.0 0.1 0.0
N 0.0 0.0 0.0
O -0.1 0.2 0.1
H 0.0 0.0 0.0
H 0.0 0.0 0.0
H 0.0 0.0 0.0
H 0.0 0.0 0.0
H 0.0 0.0 0.0
H 0.0 0.0 0.0

Results
- total charge = 0
- calculated total energy (eV) = -107780.03233
- E_LUMO (eV) = -0.3
- max |F| (eV/A) = 0.506


ORCA calculation (the ωB97M-V functional and the def2-TZVPD basis) on the ion C4H10NOS with charge +1 in a non-equilibrium geometry.

Each line ends with the natural charge from an NBO analysis.
Geometry (Å):
N1 0.91362 -0.23842 -1.84293  -0.73
C1 -0.00473 -0.36636 -0.75136  0.29
S1 -1.66395 -0.64189 -1.56446  -0.03
C2 -0.18338 0.96160 0.10097  -0.43
C3 -0.75609 0.34407 1.41364  -0.43
C4 -0.13433 -1.09606 1.43238  -0.08
O1 0.51913 -1.31434 0.14666  -0.51
H1 0.60888 -0.60534 -2.83331  0.47
H2 1.83891 -0.67922 -1.77783  0.46
H3 1.22642 0.74016 -2.10463  0.46
H4 -1.50756 -1.99963 -1.70942  0.16
H5 -0.81001 1.65635 -0.43428  0.23
H6 0.72686 1.47439 0.22182  0.22
H7 -0.49250 0.93282 2.31456  0.26
H8 -1.78339 0.31268 1.20548  0.23
H9 0.74932 -1.17972 2.11231  0.21
H10 -0.87950 -1.80152 1.70884  0.21

Forces on the atoms, in the same order (eV/Å):
N 3.1 0.8 -5.4
C -1.8 0.7 2.3
S 0.4 -1.1 0.5
C -0.5 -1.9 -0.4
C 2.2 0.3 -0.8
C 1.9 1.7 0.9
O -1.5 0.5 -1.3
H -0.2 0.6 2.4
H -0.1 -0.5 1.1
H -0.9 -0.7 0.8
H -0.1 0.7 0.0
H -0.7 0.2 0.1
H 1.6 0.3 0.3
H -0.4 -0.4 -0.6
H -1.6 -0.2 0.5
H -1.1 0.1 -0.1
H -0.4 -1.0 -0.3

Results
- total charge = +1
- calculated total energy (eV) = -18675.26289
- E_LUMO (eV) = -3.8
- max |F| (eV/A) = 6.293
- SMILES = [NH3+][C@]1(S)CCCO1
- relative energy (zero: lowest compared OMol25 entry of this formula, charge and spin) (kcal per mole) = 42.5


What is the E_LUMO in the first record?
-0.4 eV